[1]
{
  "formula": "C14H32N7O6P2V",
  "method": "wB97M-V/def2-TZVPD",
  "total_charge": 1,
  "e_above_lowest_kcal_mol": 0.0,
  "energy_ev": -82021.5434,
  "multiplicity": 4,
  "species": ["V", "N", "C", "C", "P", "O", "O", "O", "P", "O", "O", "O", "H", "H", "H", "H", "H", "H", "H", "H", "C", "N", "C", "C", "N", "C", "C", "N", "C", "C", "N", "C", "N", "C", "C", "C", "N", "C", "H", "H", "H", "H", "H", "H", "H", "H", "H", "H", "H", "H", "H", "H", "H", "H", "H", "H", "H", "H", "H", "H", "H", "H"],
  "xyz": [[0.75218, -0.61291, 0.54818], [-1.63888, -4.64331, 1.49087], [-1.91882, -3.18953, 1.13455], [-3.41975, -2.91925, 1.13327], [-1.13925, -2.98612, -0.56096], [-2.36684, -3.08915, -1.58262], [-0.28302, -4.19619, -0.69363], [-0.57699, -1.58882, -0.69513], [-1.00026, -2.23730, 2.45286], [-2.08105, -2.09858, 3.62548], [0.08379, -3.17225, 2.85678], [-0.68998, -0.83954, 1.96633], [-2.46906, -5.16139, 1.76736], [-0.93136, -4.61346, 2.25196], [-1.17222, -5.05510, 0.65730], [-3.92689, -3.52418, 0.38218], [-3.59936, -1.87142, 0.89093], [-3.84847, -3.10824, 2.11728], [-2.64242, -2.23117, -1.92574], [-2.38693, -1.19256, 3.75204], [0.92505, 2.21440, -0.74385], [2.26160, 2.43142, -0.25113], [3.27403, 3.04615, -1.09350], [4.45582, 3.06337, -0.14157], [4.20181, 1.88238, 0.68806], [5.07574, 1.72176, 1.84127], [2.85668, 1.61100, 0.67344], [2.16103, 0.74759, 1.34644], [2.74244, -0.18112, 2.31790], [3.34244, -1.41762, 1.63380], [2.49476, -1.72173, 0.48804], [2.65894, -2.81217, -0.23831], [2.34329, -2.82942, -1.54939], [2.12680, -1.66319, -2.36789], [2.55334, -4.13945, -2.13970], [2.85439, -5.00456, -0.91757], [3.13081, -4.02525, 0.14108], [3.04036, -4.48485, 1.52432], [0.61463, 3.09408, -1.30513], [0.23755, 2.09976, 0.09591], [0.84842, 1.34357, -1.41248], [2.97071, 4.04079, -1.41441], [3.48005, 2.43329, -1.97977], [4.45103, 3.97095, 0.47206], [5.41756, 2.97758, -0.64286], [6.03488, 2.16650, 1.58577], [5.25009, 0.67415, 2.06906], [4.68829, 2.23201, 2.72690], [1.90006, -0.51141, 2.92369], [3.46548, 0.25566, 3.00492], [3.36804, -2.20286, 2.39131], [4.37199, -1.24663, 1.29824], [2.42339, -0.78229, -1.79724], [1.08062, -1.57139, -2.66348], [2.74615, -1.72505, -3.26570], [3.39388, -4.09682, -2.83874], [1.66357, -4.48126, -2.66729], [3.70410, -5.66860, -1.06459], [1.97523, -5.58764, -0.64008], [3.01898, -5.57241, 1.51170], [2.14130, -4.10530, 2.01239], [3.91857, -4.18617, 2.09530]]
}


[2]
{
  "formula": "C14H32NO2P2PdSi",
  "method": "wB97M-V/def2-TZVPD",
  "total_charge": 1,
  "e_above_lowest_kcal_mol": 0.0,
  "energy_ev": -50550.6912,
  "multiplicity": 3,
  "species": ["Pd", "P", "C", "C", "N", "C", "C", "C", "C", "C", "P", "H", "H", "H", "H", "H", "H", "H", "H", "O", "H", "H", "O", "H", "C", "H", "H", "H", "C", "H", "H", "H", "C", "H", "H", "H", "C", "H", "H", "H", "C", "Si", "C", "C", "H", "H", "H", "H", "H", "H", "H", "H", "H"],
  "xyz": [[-0.37696, -0.26373, 0.16428], [-0.62669, 1.78935, -0.87182], [0.31618, 1.78160, -2.39497], [1.23179, 0.71995, -2.56311], [1.29624, -0.21551, -1.53201], [2.44079, -0.85333, -1.29997], [3.53068, -0.75956, -2.17103], [3.39510, -0.02086, -3.34934], [2.21662, 0.64650, -3.58832], [2.53309, -1.80972, -0.11437], [0.82442, -2.24649, 0.39912], [2.03703, 1.21505, -4.50953], [4.42180, -1.34131, -1.95241], [4.21314, 0.03221, -4.06271], [3.09172, -2.71247, -0.40162], [3.05814, -1.34342, 0.74115], [-2.55709, 0.63095, -4.04651], [0.11094, 2.49412, -3.22937], [-2.35015, -1.70667, -2.58077], [-2.48747, -0.35397, -4.10118], [-2.06962, -0.53128, -4.96781], [-1.49556, -1.10662, -1.01809], [-2.32932, -1.93617, -1.62608], [-3.20173, -1.69177, -1.20067], [0.31872, -3.52547, -0.78534], [1.08253, -4.31177, -0.81334], [-0.62548, -3.96163, -0.43727], [0.19888, -3.14013, -1.80521], [1.01940, -3.15766, 1.93476], [0.05545, -3.20902, 2.44922], [1.36314, -4.17213, 1.70095], [1.75263, -2.66820, 2.58337], [0.34708, 3.04381, 0.04002], [0.26968, 3.99559, -0.50664], [0.04396, 3.16978, 1.08764], [1.39948, 2.73203, 0.01447], [-2.30739, 2.43608, -1.10951], [-2.75487, 2.67980, -0.13580], [-2.24740, 3.34060, -1.73110], [-2.94421, 1.68428, -1.60496], [-0.57987, -0.37184, 3.61437], [-1.64156, -0.30683, 2.06050], [-2.70499, -1.86004, 1.95827], [-2.73930, 1.22334, 2.15963], [0.09786, -1.23523, 3.63443], [-1.26918, -0.43092, 4.47105], [0.00896, 0.55204, 3.70016], [-3.11961, -2.03307, 2.96305], [-3.55272, -1.69244, 1.28050], [-2.13138, -2.75334, 1.66593], [-3.20094, 1.23162, 3.16072], [-2.16186, 2.14858, 2.02968], [-3.53555, 1.18091, 1.40549]]
}


[3]
{
  "formula": "C14H33BN2",
  "method": "wB97M-V/def2-TZVPD",
  "e_above_lowest_kcal_mol": 2.3,
  "energy_ev": -18705.6061,
  "species": ["B", "C", "C", "C", "N", "H", "H", "H", "H", "H", "H", "H", "H", "H", "C", "C", "C", "C", "N", "C", "C", "C", "C", "C", "C", "C", "H", "H", "H", "H", "H", "H", "H", "H", "H", "H", "H", "H", "H", "H", "H", "H", "H", "H", "H", "H", "H", "H", "H", "H"],
  "xyz": [[-0.07166, 0.65143, 6.51471], [0.92737, -0.52456, 5.79920], [0.99229, -0.32225, 4.34579], [2.23052, 0.32815, 3.74875], [0.02778, -0.67600, 3.57013], [0.62068, 1.62509, 6.80754], [-0.92362, 0.99970, 5.70882], [-0.62086, 0.16010, 7.49079], [1.92121, -0.51668, 6.24397], [0.44865, -1.48887, 5.96623], [2.96427, 0.62873, 4.48892], [2.68940, -0.39304, 3.06917], [1.93723, 1.18556, 3.14185], [0.26040, -0.41667, 2.60681], [1.29418, -2.72819, -1.45500], [1.19171, -1.32794, -0.85159], [-0.21490, -0.98587, -0.36584], [-1.31954, -0.72584, -1.36862], [-1.16706, 0.42780, -2.33003], [-0.33804, 0.08572, -3.53782], [-1.21330, -0.82721, -4.38133], [-2.65358, -0.35227, -4.12038], [-2.54315, 0.63787, -2.96024], [-0.77740, 1.73802, -1.67317], [0.70595, 2.00879, -1.37789], [1.10986, 2.03869, 0.10139], [0.55540, -2.89092, -2.24558], [2.28091, -2.88741, -1.88958], [1.14434, -3.48932, -0.68973], [1.57231, -0.59448, -1.56241], [1.85922, -1.26760, 0.00981], [-0.18875, -0.15451, 0.33936], [-0.56585, -1.82937, 0.23570], [-2.22248, -0.50065, -0.80316], [-1.52825, -1.61578, -1.96145], [-0.12513, 1.02607, -4.04590], [0.59173, -0.38603, -3.24078], [-1.09598, -1.86392, -4.06944], [-0.93608, -0.78664, -5.43178], [-3.31021, -1.18558, -3.87908], [-3.08012, 0.14381, -4.98916], [-3.30148, 0.52252, -2.19271], [-2.57085, 1.65722, -3.33312], [-1.40296, 1.83371, -0.78577], [-1.09892, 2.49617, -2.38263], [0.89924, 3.01039, -1.76636], [1.36664, 1.35865, -1.94887], [0.32208, 2.46579, 0.72235], [2.00030, 2.65182, 0.23076], [1.35650, 1.05579, 0.49737]]
}


[4]
{
  "formula": "C14H33BrClI2KN3O4P2S",
  "method": "wB97M-V/def2-TZVPD",
  "total_charge": -1,
  "energy_ev": -172209.8227,
  "species": ["C", "C", "N", "N", "C", "C", "P", "S", "C", "C", "P", "N", "O", "O", "C", "C", "I", "C", "C", "I", "H", "H", "H", "H", "H", "H", "H", "H", "H", "H", "H", "H", "H", "H", "H", "H", "H", "H", "H", "H", "H", "H", "C", "C", "O", "C", "C", "H", "H", "H", "H", "H", "H", "H", "H", "H", "H", "O", "H", "K", "Br", "Cl"],
  "xyz": [[1.89975, 1.11270, -0.88809], [0.63338, 1.41672, -1.84751], [-0.47596, 2.00577, -1.15946], [-0.78275, 1.45364, 0.11909], [-1.22560, 0.03334, 0.14433], [-1.20394, -0.45656, 1.58460], [-2.10042, -2.06341, 1.70594], [-2.65486, -2.77396, -0.00881], [-1.62795, 0.62116, 2.61855], [-2.43469, 1.79592, 2.01762], [-4.23072, 1.44690, 1.98611], [-5.05872, 2.73549, 2.21982], [-4.53625, 0.37011, 3.09989], [-4.64190, 0.80463, 0.59933], [-1.95194, 2.27529, 0.63754], [-1.65988, 3.72847, 0.42236], [-2.80545, 4.47129, -1.14088], [-0.78745, 4.49125, 1.06109], [-0.53335, 5.94386, 0.88728], [0.47474, 3.62639, 2.52559], [2.53953, 1.97662, -0.72490], [1.62024, 0.65731, 0.05261], [2.53483, 0.34654, -1.39335], [0.31379, 0.45963, -2.34369], [0.93784, 2.09942, -2.67493], [-1.31630, 2.00113, -1.72202], [-0.03921, 1.64273, 0.80048], [-0.60164, -0.64006, -0.43029], [-2.24365, -0.05305, -0.22143], [-0.16551, -0.69737, 1.80463], [-1.20019, -2.92977, 2.33181], [-3.19777, -1.85025, 2.55098], [-2.16779, 0.15112, 3.42969], [-0.71664, 1.01451, 3.05141], [-2.35719, 2.62584, 2.70874], [-4.49113, 3.55612, 2.36254], [-5.29523, 0.73160, 3.57661], [-4.93838, 1.51915, 0.02492], [-2.75693, 2.05678, -0.04858], [0.19590, 6.11812, 0.10188], [-1.45677, 6.48286, 0.71602], [-0.11611, 6.32520, 1.81358], [4.71339, -4.41105, -2.16518], [4.07896, -3.76513, -0.96466], [3.22507, -2.64157, -1.30325], [2.09880, -2.85111, -2.11811], [1.01910, -3.76419, -1.58693], [5.23059, -3.66383, -2.77788], [5.43703, -5.14997, -1.82251], [3.97075, -4.90862, -2.79924], [4.86115, -3.35972, -0.32873], [3.53446, -4.49510, -0.36451], [2.40601, -3.17107, -3.12690], [1.68742, -1.83486, -2.21185], [1.33644, -4.83686, -1.53709], [0.14318, -3.72931, -2.22879], [0.73546, -3.44460, -0.57108], [6.66382, -5.07984, 0.15849], [6.91628, -4.47954, 0.87484], [2.21165, 0.27658, -2.87827], [0.47437, -6.51204, -2.24349], [-0.12161, 5.18868, -2.35591]]
}